The following is a quantum chemistry calculation of one molecule with the formula C10H10N2O2, from OMol25.

Geometry as XYZ:
```
24
Properties=species:S:1:pos:R:3
C 2.753 1.358 -1.116
C 1.580 1.069 -0.325
N 1.064 1.737 0.580
C 0.044 1.279 1.425
C -0.951 0.333 0.746
C -2.268 0.276 1.098
C -3.205 -0.515 0.335
C -2.762 -1.249 -0.714
C -1.382 -1.176 -1.109
C -0.478 -0.556 -0.251
C 0.922 -0.589 -0.613
N 1.595 -1.481 0.381
O 2.593 -2.089 0.073
O 1.174 -1.548 1.513
H 3.289 0.396 -1.192
H 3.401 2.114 -0.608
H 2.608 1.933 -2.089
H -0.379 2.250 1.818
H 0.364 0.583 2.186
H -2.623 1.002 1.829
H -4.235 -0.484 0.671
H -3.453 -2.005 -1.178
H -0.956 -1.787 -1.915
H 1.305 -0.852 -1.546
```

Computed properties:
* E_HOMO: -9.21 eV
* HOMO-LUMO gap: 0.3495 Ha
* lowest unoccupied orbital energy: 0.0111 hartree
* SMILES: CC1=NCc2ccccc2[C@@H]1[N+](=O)[O-]

---

The following is a quantum chemistry calculation of an isolated ion of composition C10H10N2O2P and charge +1, from OMol25.

Geometry as XYZ:
```
25
Properties=species:S:1:pos:R:3
C -2.973 -1.782 -0.550
C 0.560 2.448 0.167
C -1.745 -2.289 -0.837
C -3.048 -0.715 0.383
C 0.477 1.522 1.173
C 0.932 2.007 -1.189
C -0.604 -1.490 -0.577
C -1.858 -0.135 0.815
C 0.822 0.118 0.833
C 1.659 0.889 -1.230
N -0.677 -0.512 0.303
N 1.842 -0.002 -0.126
O 3.395 -0.952 1.717
O 4.513 0.135 -0.454
P 3.393 -0.229 0.429
H -3.887 -2.229 -0.994
H 0.441 3.486 0.371
H -1.722 -3.364 -1.218
H -3.993 -0.285 0.825
H 0.320 1.905 2.206
H 0.681 2.537 -2.129
H 0.383 -1.635 -1.017
H -1.831 0.644 1.540
H 0.911 -0.492 1.669
H 2.008 0.419 -2.109
```

Computed properties:
* ⟨S²⟩: 2.0142
* total charge: +1
* E_HOMO (spin up / spin down): -10.11 / -14.46 eV
* HOMO-LUMO gap (spin up / spin down): 0.2176 / 0.2771 Ha
* 2S+1: 3
* lowest unoccupied orbital energy (spin up / spin down): -0.1539 / -0.2544 hartree

---

The following is a quantum chemistry calculation of C10H10N2O4SYb as an isolated structure, from OMol25.

Geometry as XYZ:
```
28
Properties=species:S:1:pos:R:3
Yb -0.074 -0.648 -1.415
C 0.045 0.279 1.129
O 0.248 1.009 2.008
C -0.062 1.871 -0.828
O -0.029 2.878 -0.216
C -2.073 0.016 -0.214
O -2.928 0.378 0.468
C 2.050 0.032 -0.319
O 2.870 0.373 0.409
C -0.010 -1.559 -4.349
H 0.924 -2.134 -4.272
H -0.940 -2.136 -4.247
C -0.013 -0.264 -4.699
H -0.940 0.292 -4.884
H 0.912 0.288 -4.909
C 1.382 -2.996 3.042
N -0.041 -2.787 2.871
C -0.915 -2.506 3.914
C -2.137 -2.324 3.339
N -1.971 -2.449 1.966
C -0.662 -2.677 1.663
S 0.096 -2.852 0.135
H 1.705 -3.897 2.509
H 1.942 -2.147 2.655
H 1.588 -3.069 4.108
H -0.563 -2.523 4.938
H -3.107 -2.275 3.774
H -2.698 -2.460 1.252
```

Computed properties:
* ⟨S²⟩: 0.7737
* total charge: +3
* E_HOMO (spin up / spin down): -20.11 / -20.01 eV
* HOMO-LUMO gap (spin up / spin down): 0.3121 / 0.1966 Ha
* 2S+1: 2
* lowest unoccupied orbital energy (spin up / spin down): -0.4269 / -0.5386 hartree

---

The following is a quantum chemistry calculation of C10H10N2O7P2W as an isolated structure, from OMol25.

Geometry as XYZ:
```
32
Properties=species:S:1:pos:R:3
W -0.984 -0.739 -0.549
C 3.270 -1.734 -0.621
C 3.872 -0.507 -0.376
C 3.073 0.627 -0.195
C 1.707 0.506 -0.259
N 1.112 -0.718 -0.451
C 1.896 -1.812 -0.653
C 0.753 1.617 -0.174
C 1.076 2.950 -0.152
C 0.057 3.907 -0.157
C -1.278 3.500 -0.194
C -1.565 2.163 -0.203
N -0.564 1.211 -0.191
H 3.859 -2.627 -0.792
H 4.953 -0.420 -0.340
H 3.535 1.589 -0.015
H 1.396 -2.748 -0.853
H 2.111 3.266 -0.151
H 0.308 4.963 -0.144
H -2.087 4.220 -0.219
H -2.584 1.805 -0.240
O -4.386 0.414 2.068
P -3.505 -0.787 1.819
O -3.432 -2.058 2.479
O -2.615 -0.473 0.620
O -0.972 -2.562 0.098
P -1.349 -4.067 0.485
O 0.027 -4.733 0.398
O -2.077 -0.658 -2.013
O -0.687 -0.832 -2.349
H -5.088 0.436 2.762
H 0.167 -5.698 0.561
```

Computed properties:
* total charge: +4
* E_HOMO: -22.76 eV
* HOMO-LUMO gap: 0.2184 Ha
* lowest unoccupied orbital energy: -0.6180 hartree

---

The following is a quantum chemistry calculation of one molecule with the formula C10H10N2S, from OMol25.

Geometry as XYZ:
```
23
Properties=species:S:1:pos:R:3
N -3.879 -1.088 1.169
C -2.571 -0.690 0.859
C -1.871 0.253 1.656
C -0.587 0.589 1.273
C 0.112 -0.084 0.271
C 1.429 0.346 -0.183
C 2.439 -0.477 -0.655
C 3.540 0.204 -1.092
C 3.488 1.542 -0.910
S 1.998 1.998 -0.230
C -0.631 -0.981 -0.537
C -1.981 -1.282 -0.211
N -2.723 -2.130 -1.033
H -3.978 -2.111 1.347
H -4.446 -0.525 1.817
H -2.368 0.867 2.397
H -0.055 1.391 1.828
H 2.462 -1.554 -0.565
H 4.383 -0.378 -1.420
H 4.184 2.283 -1.335
H -0.133 -1.290 -1.463
H -3.704 -2.106 -0.829
H -2.303 -2.539 -1.869
```

Computed properties:
* E_HOMO: -7.44 eV
* HOMO-LUMO gap: 0.3071 Ha
* lowest unoccupied orbital energy: 0.0339 hartree
* SMILES: Nc1ccc(-c2cccs2)cc1N

---

The following is a quantum chemistry calculation of an isolated ion of composition C10H10N4 and charge +2, from OMol25.

Geometry as XYZ:
```
24
Properties=species:S:1:pos:R:3
C -0.991 -0.898 0.801
C 3.943 -0.455 -0.194
C 3.181 -1.537 0.059
C 3.426 0.887 -0.301
C 1.824 -1.300 0.280
C 2.118 1.100 -0.247
C 1.276 -0.036 0.090
C -2.093 1.576 0.478
C -3.025 -0.538 -0.176
C -0.138 0.025 0.305
N -2.197 -1.183 0.607
N -0.826 1.245 0.516
N -3.100 0.854 -0.086
N -3.973 -1.130 -0.877
H 4.962 -0.426 -0.338
H 3.485 -2.489 0.226
H 4.084 1.655 -0.420
H 1.309 -2.216 0.630
H 1.797 2.071 -0.375
H -2.217 2.614 0.843
H -0.159 2.011 0.934
H -4.091 1.070 -0.161
H -4.186 -2.115 -0.870
H -4.410 -0.785 -1.724
```

Computed properties:
* ⟨S²⟩: 2.0368
* total charge: +2
* E_HOMO (spin up / spin down): -15.09 / -16.98 eV
* HOMO-LUMO gap (spin up / spin down): 0.2291 / 0.2483 Ha
* 2S+1: 3
* lowest unoccupied orbital energy (spin up / spin down): -0.3256 / -0.3758 hartree

---

The following is a quantum chemistry calculation of an isolated ion of composition C10H10N5O4 and charge -1, from OMol25.

Geometry as XYZ:
```
29
Properties=species:S:1:pos:R:3
C 1.884 -1.464 1.167
C 0.666 -1.558 0.247
C 0.384 -0.312 -0.687
C 0.164 -0.899 -2.119
C 1.163 -0.557 -3.235
O -0.735 -1.677 -2.443
O -0.063 -2.565 0.359
H 2.754 -0.906 0.821
H 1.612 -1.094 2.172
H 2.224 -2.486 1.374
H 1.358 0.313 -0.705
H 2.138 -0.129 -3.000
H 1.337 -1.450 -3.846
H 0.698 0.133 -3.967
O -0.295 1.768 -2.077
N -0.016 2.356 -0.977
C -0.573 1.749 0.194
C -1.055 0.415 -0.192
N -1.795 -0.132 0.944
N -2.628 -1.256 0.927
N -2.804 -1.558 2.192
N -2.174 -0.734 3.030
C -1.596 0.224 2.262
C -0.781 1.383 2.595
C -0.338 2.127 1.523
O 0.625 3.410 -0.838
H -1.866 0.338 -1.041
H -0.559 1.548 3.652
H 0.270 3.013 1.665
```

Computed properties:
* total charge: -1
* E_HOMO: -4.02 eV
* HOMO-LUMO gap: 0.2622 Ha
* lowest unoccupied orbital energy: 0.1144 hartree

---

The following is a quantum chemistry calculation of one molecule with the formula C10H10O2, from OMol25.

Geometry as XYZ:
```
22
Properties=species:S:1:pos:R:3
C -1.915 -1.595 -1.575
C -1.628 -1.641 -0.262
O -0.529 -1.522 0.466
C 0.771 -1.104 0.037
C 1.955 -1.787 0.068
C 3.149 -1.139 -0.159
C 3.182 0.203 -0.499
C 2.020 0.943 -0.517
C 0.768 0.292 -0.314
C -0.492 1.098 -0.115
C -0.961 1.234 1.208
O -0.370 2.232 -0.820
H -2.784 -2.047 -2.061
H -1.215 -1.239 -2.363
H -2.535 -1.975 0.259
H 1.681 -2.842 0.292
H 4.044 -1.782 -0.074
H 4.116 0.703 -0.837
H 2.039 2.073 -0.776
H -1.574 2.113 1.563
H -0.701 0.365 1.861
H -1.048 2.912 -0.734
```

Computed properties:
* E_HOMO: -8.19 eV
* HOMO-LUMO gap: 0.3225 Ha
* lowest unoccupied orbital energy: 0.0217 hartree
* SMILES: C=COc1ccccc1C(=C)O

---

Here are the calculated E numbers, same order: -17602.9180, -26885.3607, -64035.5126, -48203.4607, -24347.3610, -16470.8721, -26168.9628, -14623.1595 (eV).